Entry 1:
{"formula": "C21H25N5O3S", "method": "ωB97M-V/def2-TZVPD", "species": ["S", "O", "O", "O", "N", "N", "N", "N", "N", "C", "C", "C", "C", "C", "C", "C", "C", "C", "C", "C", "C", "C", "C", "C", "C", "C", "C", "C", "C", "C", "H", "H", "H", "H", "H", "H", "H", "H", "H", "H", "H", "H", "H", "H", "H", "H", "H", "H", "H", "H", "H", "H", "H", "H", "H"], "xyz": [[2.48107, 2.02458, 0.44235], [-0.54592, 2.18057, -1.40909], [-2.65608, -3.68833, 0.81830], [1.57649, -2.70868, 0.24362], [-2.78440, 1.93492, -1.60513], [4.21500, 0.26073, -0.60451], [2.13322, -0.48862, 0.21140], [0.98829, -0.06678, 0.79312], [0.00475, 1.87744, 1.57808], [-2.70396, -0.45775, -1.78706], [3.66588, -2.05110, -0.67096], [-3.82232, -2.14507, -0.48702], [-2.40031, 2.29772, 1.38432], [-1.30779, 1.26705, 1.68848], [-1.48654, -0.97957, -1.37369], [4.52206, -1.01904, -0.92646], [5.85622, -1.20670, -1.56820], [-2.59393, -2.64363, -0.04546], [0.99031, 1.20533, 0.98268], [-0.97244, -3.19139, 2.52985], [0.04722, 3.30391, 1.77907], [-1.46862, -4.14421, 1.44707], [-1.66727, 2.39197, -0.99981], [3.06110, 0.46429, -0.06345], [-3.87318, -1.06174, -1.33918], [-1.42062, -2.05975, -0.51500], [2.39002, -1.85698, -0.05347], [-0.71201, 4.03117, 0.66310], [-2.73736, 0.83331, -2.56032], [-1.95976, 3.23592, 0.24968], [-1.82737, 0.95757, -3.14926], [-4.72604, -2.61846, -0.13567], [-0.06233, 4.12249, -0.20890], [-0.67748, -4.32262, 0.71207], [6.05510, -2.25785, -1.75277], [-4.83307, -0.67890, -1.65898], [-3.66722, 2.06243, -1.13445], [-3.61245, 0.90246, -3.20935], [-0.60524, -2.26704, 2.09220], [-0.40875, 3.51136, 2.75252], [6.63056, -0.79284, -0.92571], [-1.75858, -5.10060, 1.89185], [-0.57130, -0.52009, -1.71575], [-2.77767, 3.92252, 0.01074], [-2.61815, 2.89730, 2.27044], [5.88598, -0.65966, -2.50866], [3.92475, -3.06820, -0.91667], [-0.45354, -2.42353, -0.21194], [-1.44014, 0.86010, 2.69830], [-0.15721, -3.66167, 3.07169], [1.08602, 3.63520, 1.81375], [-3.31314, 1.76346, 1.11663], [-1.77832, -2.96250, 3.22428], [-1.35000, 0.43519, 0.98057], [-0.98170, 5.03122, 1.00168]], "smiles": "CCOc1ccc(CNC(=O)C2CCN(c3nn4c(=O)cc(C)nc4s3)CC2)cc1", "de_lowest_ev": 2.008, "lumo_energy_ha": 0.019, "multiplicity": 1, "charge": 0, "orbital_gap_ev": 8.55}



Entry 2:
{"formula": "C24H28N7OSbSe4Tc", "method": "ωB97M-V/def2-TZVPD", "species": ["Sb", "Tc", "Se", "Se", "Se", "Se", "O", "N", "N", "N", "N", "N", "N", "N", "C", "C", "C", "C", "C", "C", "C", "C", "C", "C", "C", "C", "C", "C", "C", "C", "C", "C", "C", "C", "C", "C", "C", "C", "H", "H", "H", "H", "H", "H", "H", "H", "H", "H", "H", "H", "H", "H", "H", "H", "H", "H", "H", "H", "H", "H", "H", "H", "H", "H", "H", "H"], "xyz": [[5.54279, -0.23191, -4.57010], [0.36784, 0.11075, -0.92866], [6.84430, -1.96539, -3.85649], [2.54167, 0.31922, -2.00404], [4.87459, 1.69614, -5.60730], [2.88692, -1.17181, -3.59880], [1.16283, 0.11809, 1.04938], [-2.05338, 2.30491, 0.08466], [-1.50453, -0.00511, -0.15877], [-1.82047, -2.36733, -0.26665], [0.56516, -1.93651, -0.34604], [0.35033, 2.17336, -0.25069], [-0.33554, -1.14924, -2.56408], [-0.46828, 1.41798, -2.47926], [-6.03480, -0.89629, -0.58745], [-0.69400, 0.82138, -3.81841], [2.51231, 0.42651, 1.52954], [1.67061, 4.05036, 0.48364], [1.52677, 2.85297, -0.16005], [0.94397, -4.41012, 0.88582], [-1.27058, -0.52721, -3.53566], [1.25847, -0.25081, 3.41372], [-4.95792, 1.26087, -0.28465], [-2.37515, 1.08055, -0.08586], [-4.81358, -1.56532, -0.55079], [-0.75841, 2.76196, 0.27298], [0.54918, 4.61334, 1.09266], [-0.50461, -2.70102, -0.00068], [-3.75166, 0.58949, -0.26786], [-2.26157, -1.16202, -0.29084], [-3.68109, -0.79064, -0.40250], [-0.31548, -3.94622, 0.61296], [-0.65695, 3.97377, 0.96506], [2.04220, -3.63618, 0.49846], [-6.10574, 0.49021, -0.45732], [1.81244, -2.43316, -0.10213], [0.30612, -0.16669, 2.22599], [2.64388, -0.40386, 2.78109], [0.09836, 2.25662, -2.55954], [-1.20430, -4.50964, 0.85930], [-1.57214, 4.38785, 1.36448], [0.48576, -1.49564, -3.06410], [-6.94782, -1.46298, -0.71028], [-0.21484, -1.09824, 2.02374], [-1.36949, -1.13871, -4.43197], [-1.36472, 1.73325, -2.10127], [0.26716, 0.74119, -4.32662], [-0.42065, 0.63862, 2.30871], [1.21227, 0.66060, 4.00823], [3.05738, -3.97620, 0.64798], [-0.78858, -1.96654, -2.16269], [2.63637, 4.53523, 0.50694], [0.62150, 5.54873, 1.63214], [-7.07244, 0.97472, -0.48317], [2.63822, -1.81777, -0.41579], [1.08435, -5.36493, 1.37572], [-5.01090, 2.33422, -0.16045], [3.44035, -0.03462, 3.42388], [2.38400, 2.40338, -0.63429], [-4.75721, -2.64267, -0.63020], [1.00254, -1.08714, 4.05982], [-2.25219, -0.45033, -3.06402], [3.21509, 0.18232, 0.73458], [2.85004, -1.44492, 2.53197], [2.56406, 1.49324, 1.74851], [-1.35321, 1.44644, -4.42009]], "lumo_energy_ha": -0.420, "multiplicity": 1, "charge": 3, "orbital_gap_ev": 4.85}



Entry 3:
{"formula": "C36H64N4O16", "method": "ωB97M-V/def2-TZVPD", "species": ["O", "O", "O", "O", "O", "O", "O", "O", "O", "O", "O", "O", "O", "O", "O", "O", "N", "N", "N", "N", "C", "C", "C", "C", "C", "C", "C", "C", "C", "C", "C", "C", "C", "C", "C", "C", "C", "C", "C", "C", "C", "C", "C", "C", "C", "C", "C", "C", "C", "C", "C", "C", "C", "C", "C", "C", "H", "H", "H", "H", "H", "H", "H", "H", "H", "H", "H", "H", "H", "H", "H", "H", "H", "H", "H", "H", "H", "H", "H", "H", "H", "H", "H", "H", "H", "H", "H", "H", "H", "H", "H", "H", "H", "H", "H", "H", "H", "H", "H", "H", "H", "H", "H", "H", "H", "H", "H", "H", "H", "H", "H", "H", "H", "H", "H", "H", "H", "H", "H", "H"], "xyz": [[5.83338, -0.69024, -1.51604], [-1.52293, 4.15130, 2.60300], [6.76907, 0.67684, 0.09309], [2.50486, 3.92332, -3.94731], [3.48981, -1.42687, 2.15726], [-1.06173, -1.22464, 0.73277], [-4.89666, -2.74633, -1.31698], [1.94402, -0.40106, -4.01969], [-4.30252, -2.01061, 0.73030], [-0.05765, -5.40586, 3.20512], [0.61332, 3.41890, -2.90391], [1.66670, -2.58389, -3.59238], [-0.82795, -4.67601, 5.20174], [-7.26749, 2.39760, -1.27783], [-0.81954, 0.47883, -0.74904], [2.23799, 0.83098, 5.54791], [2.86326, -3.27646, 0.98633], [-5.18348, 2.37159, -0.24346], [0.88497, 1.30908, 3.78281], [-1.78692, 5.35069, 0.64922], [0.11732, -3.02863, 3.71112], [3.56950, 0.11512, -1.42174], [-1.15014, 4.44797, -0.25353], [-1.88904, 5.13452, 1.97588], [0.79467, 1.48208, 2.34745], [-3.06315, -3.91861, 1.41125], [1.60437, -1.50381, -4.35326], [3.99210, 3.86619, -2.21138], [-3.63986, -2.60035, 1.89379], [-0.78583, -2.31712, 4.77316], [-0.21182, -4.48186, 3.93732], [1.47264, -3.78762, -4.31010], [5.80729, 0.31915, -0.45736], [-0.23198, 1.85336, 4.52130], [3.69108, -2.54711, 1.71274], [3.06245, -4.64317, 0.75581], [-1.04399, -0.79499, -0.40234], [1.22495, -2.00547, -5.74216], [2.03515, 0.93528, 4.34676], [-0.91677, 0.70583, -2.19497], [-1.38129, -1.54205, -1.68826], [0.72667, -3.42224, -5.61030], [-5.21008, 3.71852, 0.14777], [2.58901, 3.97662, -1.69621], [-6.20516, 1.83714, -0.96721], [-4.53168, -2.99021, -0.23159], [4.37020, 0.71141, -0.24033], [1.65710, -2.70210, 0.51264], [-2.28966, 6.58900, 0.16916], [1.74733, 3.70805, -2.87887], [-4.07615, 1.56004, 0.05914], [-1.83869, -0.43929, -2.63610], [4.49336, -1.01339, -1.96040], [3.80912, 4.44243, -3.60722], [-0.84257, -3.38798, 5.84477], [-4.13597, -4.30249, 0.39108], [-4.33228, 4.25149, -0.23298], [-1.68134, -3.31768, 6.51568], [-1.38972, 1.70063, -2.23225], [0.02596, 0.83402, 1.92361], [0.51487, -1.31508, -6.16406], [-0.09268, 1.71056, 5.58855], [2.62274, -0.27226, -1.03780], [4.08922, -4.90690, 1.05415], [-2.88522, -0.20989, -2.37714], [1.70706, -2.72099, -0.58686], [-1.78537, 4.17732, -1.11299], [-2.87018, -1.86341, 2.10760], [4.46480, -0.91602, -3.04399], [-0.32805, -3.41826, -5.26527], [-2.85854, -4.78148, 2.03562], [-2.33653, 5.99297, 2.49528], [-4.13202, 0.52773, -0.30191], [0.85954, -4.45113, -3.71027], [-2.14793, -3.66288, 0.84784], [-4.33573, -2.67235, 2.71743], [-0.18549, 4.82350, -0.66667], [-0.28774, -1.41104, 5.10929], [3.99815, 0.26159, 0.70209], [-1.17030, 1.36668, 4.22517], [-2.18531, -2.26989, -1.58907], [4.35997, 1.79024, -0.12606], [3.03258, -4.90774, -0.34052], [-0.48069, -2.08507, -1.99390], [-5.04063, -4.71215, 0.88136], [4.74451, 4.35867, -1.58820], [-6.11412, 4.21920, -0.14835], [2.42280, -4.24588, -4.58261], [4.05797, -1.95025, -1.60168], [4.22562, 2.81879, -2.42633], [2.38477, -5.31200, 1.27994], [4.61103, -3.12193, 1.85010], [-0.40202, 2.87405, 4.26672], [0.06646, -3.30545, 6.44948], [3.75608, 5.51744, -3.63764], [2.11119, -1.96546, -6.37169], [0.03833, 0.67219, -2.73199], [-3.06449, 6.40179, -0.59023], [-0.93819, 3.54725, 0.32313], [2.84196, 0.89019, 3.59263], [-2.72888, 7.21965, 0.95466], [1.56255, -1.68078, 0.91796], [0.82434, -3.33242, 0.83565], [1.19141, -2.97114, 4.00219], [1.73202, 1.22799, 1.84489], [-3.80137, -5.03131, -0.35348], [2.38252, 4.98151, -1.31828], [-5.91099, 0.83615, -1.29881], [0.53569, 2.51812, 2.09669], [-5.09760, 3.69006, 1.23227], [0.03686, -2.61223, 2.71251], [4.51440, 4.04597, -4.36070], [0.87990, -4.01121, -6.52266], [-3.12354, 1.95250, -0.32544], [3.28555, 0.81591, -2.22640], [-1.75924, -2.09288, 4.33664], [-1.71031, -0.76978, -3.67697], [2.28793, 3.25200, -0.94842], [-3.90430, 1.39311, 1.13601], [-1.48888, 7.18629, -0.31426]], "smiles": "O=C1CCCO1.O=C1CCCO1.O=C1CCCO1.O=C1CCCO1.O=C1CCCO1.O=C1CCCO1.CN(C)C=O.CN(C)C=O.CN(C)C=O.CN(C)C=O", "de_lowest_ev": 1.706, "lumo_energy_ha": 0.004, "multiplicity": 1, "charge": 0, "orbital_gap_ev": 8.83}



Entry 4:
{"formula": "C3H8NS", "method": "ωB97M-V/def2-TZVPD", "species": ["S", "N", "C", "C", "C", "H", "H", "H", "H", "H", "H", "H", "H"], "xyz": [[-0.78464, 2.86669, 0.21805], [-0.34000, -0.35182, 1.31767], [0.73880, -0.89034, 0.62079], [0.99919, -2.20242, 0.57148], [-0.62538, 1.87932, -1.35737], [-0.68507, 2.53605, -2.22250], [-0.87920, 0.31121, 0.75677], [0.39850, 1.50431, -1.32403], [1.09326, -0.12050, -0.06233], [-0.90113, -1.09666, 1.71233], [1.98692, -2.52011, 0.23421], [-1.34624, 1.05831, -1.40673], [0.34499, -2.97402, 0.94167]], "de_lowest_ev": 1.260, "lumo_energy_ha": 0.142, "multiplicity": 1, "charge": -1, "orbital_gap_ev": 6.19}



Computed E_tot (eV) in order:
-46611.94523 -307917.93159 -77091.09246 -15565.78255